A molecular structure, C30H42Cl52NO3PS3Si in a non-equilibrium geometry. Source: the OMol25 dataset; level of theory: ωB97M-V/def2-TZVPD.

Properties
**E**: -27203.824091 Ha
**Lowest unoccupied orbital energy**: -0.588 eV
**HOMO energy**: -8.33 eV

The geometry in ORCA input format:
```
! RIJCOSX wB97M-V def2-TZVPD def2/J DEFGRID3
* xyz 0 1
C 6.582 -0.009 3.088
C 5.956 -1.414 2.468
O 6.148 -2.552 3.189
O 5.171 -1.422 1.196
C 3.730 -1.245 1.548
C 2.718 -1.531 0.262
C 2.587 -3.140 -0.110
Si 1.327 -4.089 1.002
Cl -0.226 -4.841 -0.318
C 0.625 -2.990 2.433
C -0.399 -3.791 3.455
C -1.779 -4.298 2.730
S -3.167 -4.213 4.028
C -3.946 -2.479 3.974
S -5.260 -2.220 5.026
N -3.363 -1.481 2.998
C -2.787 -0.356 3.831
C -2.190 0.896 2.957
O -2.685 0.986 1.574
C -4.084 0.549 1.448
C -4.394 -0.955 2.024
P 2.378 -5.813 1.968
S 4.338 -5.614 1.918
H 6.139 0.156 4.172
H 7.757 -0.079 3.233
H 6.346 0.940 2.444
H 3.514 -2.004 2.415
H 3.478 -0.157 1.921
H 1.640 -1.077 0.461
H 3.152 -0.989 -0.705
H 2.254 -3.190 -1.248
H 3.693 -3.577 -0.056
H 0.134 -1.981 2.053
H 1.551 -2.663 3.099
H 0.213 -4.661 3.951
H -0.692 -3.029 4.293
H -2.012 -3.669 1.764
H -1.677 -5.437 2.407
H -1.869 -0.826 4.433
H -3.518 0.061 4.659
H -1.012 0.722 2.881
H -2.338 1.878 3.595
H -4.871 1.291 1.934
H -4.353 0.525 0.287
H -5.491 -0.952 2.437
H -4.371 -1.683 1.083
H 1.944 -6.009 3.333
H 2.014 -6.968 1.141
C -0.331 -7.463 6.188
Cl 0.458 -5.939 5.749
Cl -1.702 -7.785 5.113
Cl 0.828 -8.802 6.135
H -0.708 -7.374 7.210
C -4.679 3.496 -1.571
Cl -5.648 3.828 -0.125
Cl -4.830 1.795 -2.044
Cl -5.167 4.558 -2.904
H -3.631 3.697 -1.337
C -8.337 1.330 -4.125
Cl -7.682 0.170 -5.293
Cl -8.934 0.492 -2.683
Cl -7.110 2.530 -3.684
H -9.176 1.852 -4.592
C 9.921 2.489 3.351
Cl 8.946 2.286 4.816
Cl 9.046 1.888 1.932
Cl 10.368 4.189 3.132
H 10.837 1.903 3.463
C -2.229 2.488 -5.151
Cl -0.656 2.440 -5.965
Cl -3.252 1.147 -5.695
Cl -2.021 2.438 -3.392
H -2.724 3.426 -5.413
C 3.532 -3.592 6.921
Cl 4.855 -2.471 7.284
Cl 1.964 -2.808 7.178
Cl 3.662 -4.191 5.258
H 3.606 -4.445 7.601
C -1.685 -2.358 -4.405
Cl -0.707 -0.880 -4.437
Cl -1.748 -3.096 -6.014
Cl -1.039 -3.505 -3.219
H -2.702 -2.091 -4.108
C 3.260 2.983 -7.795
Cl 1.789 2.265 -7.117
Cl 2.925 4.601 -8.435
Cl 4.540 3.051 -6.572
H 3.604 2.351 -8.618
C -0.763 4.087 -10.542
Cl -0.650 2.703 -11.643
Cl -1.126 3.544 -8.895
Cl 0.738 5.028 -10.571
H -1.580 4.730 -10.881
C -8.231 -0.975 8.071
Cl -7.033 -0.225 9.139
Cl -7.439 -2.039 6.897
Cl -9.431 -1.874 9.016
H -8.748 -0.182 7.523
C 6.067 6.538 -4.787
Cl 5.091 6.335 -3.321
Cl 5.192 5.937 -6.205
Cl 6.514 8.238 -5.006
H 6.983 5.953 -4.674
C 2.629 0.668 4.942
Cl 3.419 2.192 4.504
Cl 1.258 0.346 3.867
Cl 3.789 -0.671 4.890
H 2.252 0.757 5.964
C -9.439 2.717 1.348
Cl -8.461 4.195 1.316
Cl -9.503 1.978 -0.261
Cl -8.794 1.570 2.535
H -10.456 2.984 1.645
C 9.377 3.998 -1.565
Cl 8.642 5.333 -2.469
Cl 9.461 2.540 -2.569
Cl 10.990 4.450 -0.988
H 8.748 3.782 -0.697
C -2.159 7.329 -9.354
Cl -3.134 7.127 -7.889
Cl -3.034 6.729 -10.773
Cl -1.712 9.030 -9.573
H -1.243 6.744 -9.241
C -3.645 -6.284 -0.346
Cl -4.613 -5.953 1.100
Cl -3.796 -7.985 -0.819
Cl -4.132 -5.223 -1.678
H -2.596 -6.084 -0.112
C 2.887 1.793 -2.616
Cl 1.478 1.503 -1.582
Cl 4.141 0.578 -2.316
Cl 2.416 1.792 -4.324
H 3.296 2.777 -2.372
*
```

Here are the Löwdin charges for atoms 1 to 8, given in e: -0.084, -0.274, -0.060, -0.120, -0.200, -0.210, -0.315, 0.168

A molecular structure, C30H42GeN2OPtSb in a non-equilibrium geometry. Source: the OMol25 dataset; level of theory: ωB97M-V/def2-TZVPD.

Properties
**E**: -3788.558806 Ha
**Relative energy (zero: lowest compared OMol25 entry of this formula, charge and spin)**: 0.439 eV
**Lowest unoccupied orbital energy**: -9.897 eV
**HOMO energy**: -16.93 eV

The geometry in ORCA input format:
```
! RIJCOSX wB97M-V def2-TZVPD def2/J DEFGRID3
* xyz 3 1
Pt 0.368 0.122 0.190
C 2.255 -1.262 -2.954
C 2.996 -0.904 -1.699
O 2.241 0.074 -0.891
H 2.818 -2.024 -3.495
H 2.145 -0.400 -3.610
H 1.267 -1.674 -2.731
H 3.955 -0.442 -1.921
H 3.162 -1.770 -1.064
H 2.792 0.835 -0.676
C -1.114 -0.011 -3.282
Ge -1.525 1.127 -1.797
C -0.816 2.915 -1.843
C -3.238 0.908 -0.954
C -1.112 0.252 1.473
H -1.770 0.327 -4.092
H -1.341 -1.057 -3.081
H -0.087 0.113 -3.605
H -1.387 3.438 -2.618
H 0.232 2.917 -2.133
H -0.965 3.435 -0.900
H -3.959 1.304 -1.679
H -3.336 1.492 -0.042
H -3.487 -0.137 -0.785
H -2.139 -0.003 1.236
H -1.064 1.117 2.130
N 1.017 2.071 0.588
C 1.236 3.180 0.872
N 1.492 4.398 1.179
C 1.625 4.830 2.600
C 0.864 6.128 2.808
C 1.298 7.188 1.798
C 1.111 6.687 0.368
C 1.876 5.395 0.139
H 2.692 4.963 2.796
H 1.254 4.025 3.232
H 1.047 6.467 3.828
H -0.209 5.939 2.718
H 2.348 7.446 1.964
H 0.725 8.101 1.950
H 1.468 7.425 -0.351
H 0.049 6.523 0.163
H 2.953 5.556 0.229
H 1.671 4.960 -0.838
C 3.542 -5.318 0.869
C 2.460 -5.776 0.131
C 1.381 -4.939 -0.120
C 1.411 -3.636 0.371
C 2.491 -3.172 1.121
C 3.559 -4.020 1.368
Sb -0.225 -2.374 0.099
C -1.313 -2.185 1.908
C -2.505 -2.798 2.221
C -3.220 -2.378 3.345
C -2.757 -1.347 4.170
C -1.556 -0.751 3.894
C -0.817 -1.123 2.729
C -1.488 -3.114 -1.387
C -0.926 -3.754 -2.491
C -1.749 -4.184 -3.523
C -3.121 -3.978 -3.452
C -3.679 -3.344 -2.348
C -2.865 -2.908 -1.313
H 4.376 -5.978 1.065
H 2.448 -6.791 -0.243
H 0.529 -5.316 -0.673
H 2.514 -2.157 1.508
H 4.402 -3.673 1.950
H -2.901 -3.594 1.604
H -4.158 -2.864 3.585
H -3.329 -1.055 5.040
H -1.148 -0.010 4.571
H 0.239 -0.867 2.709
H 0.144 -3.924 -2.559
H -1.319 -4.688 -4.378
H -3.759 -4.323 -4.254
H -4.750 -3.201 -2.289
H -3.314 -2.431 -0.449
*
```

Here are the Löwdin charges for atoms 1 to 8, given in e: 0.827, -0.057, -0.212, -0.270, 0.107, 0.088, 0.041, 0.139

A molecular structure, C30H43AsIIrN7OSSeSi2. Source: the OMol25 dataset; level of theory: ωB97M-V/def2-TZVPD.

Properties
**E**: -7643.476819 Ha
**⟨S²⟩**: 0.7774
**Relative energy (zero: lowest compared OMol25 entry of this formula, charge and spin)**: 0.253 eV
**Lowest unoccupied orbital energy (alpha / beta)**: -6.872 / -7.483 eV
**HOMO energy (alpha / beta)**: -12.82 / -12.80 eV

The geometry in ORCA input format:
```
! RIJCOSX wB97M-V def2-TZVPD def2/J DEFGRID3
* xyz 2 2
Ir -0.989 0.913 0.186
Se -4.802 3.874 0.841
C -3.386 2.862 0.766
N -2.433 2.172 0.708
S 0.940 0.428 6.412
C 0.425 0.469 4.759
C -0.143 -0.602 4.060
C -0.498 -0.447 2.744
N -0.318 0.705 2.067
C 0.227 1.745 2.733
C 0.605 1.663 4.046
C 0.506 -1.228 6.897
C 1.474 -2.217 6.934
C 1.084 -3.490 7.337
N -0.161 -3.798 7.681
C -1.074 -2.831 7.658
C -0.795 -1.525 7.279
H -0.317 -1.555 4.538
H -0.937 -1.268 2.199
H 0.347 2.661 2.181
H 1.029 2.538 4.522
H 2.501 -2.011 6.666
H 1.810 -4.293 7.384
H -2.076 -3.108 7.964
H -1.565 -0.766 7.295
I -4.089 -4.544 0.053
C -3.618 -2.559 0.301
C -4.460 -1.518 0.647
N -3.720 -0.405 0.683
N -2.437 -0.655 0.375
C -2.366 -1.969 0.142
H -5.517 -1.499 0.859
H -4.005 0.545 0.886
H -1.432 -2.436 -0.122
C 1.715 5.359 1.043
Si 0.067 5.064 0.211
C -1.352 5.162 1.402
C -0.217 6.129 -1.279
As 0.301 2.797 -0.635
Si 1.876 2.477 -2.455
C 3.158 1.267 -1.834
C 2.599 4.158 -2.767
C 0.884 1.872 -3.904
H 1.616 6.211 1.722
H 2.489 5.610 0.316
H 2.070 4.511 1.631
H -1.288 6.141 1.888
H -1.357 4.406 2.186
H -2.312 5.115 0.885
H -0.312 7.166 -0.946
H -1.144 5.862 -1.789
H 0.605 6.087 -1.992
H 4.139 1.565 -2.212
H 2.952 0.261 -2.205
H 3.229 1.235 -0.747
H 3.086 4.587 -1.891
H 1.855 4.861 -3.143
H 3.361 4.050 -3.545
H -0.088 2.364 -3.970
H 0.745 0.790 -3.913
H 1.432 2.125 -4.816
C -1.424 -3.157 -6.127
C -0.053 -3.631 -5.670
N 0.154 -3.404 -4.232
C -0.308 -4.448 -3.318
C 0.665 -5.608 -3.182
C 0.624 -2.211 -3.851
O 0.889 -1.285 -4.605
C 0.859 -1.948 -2.380
C 1.882 -2.533 -1.646
C 2.141 -2.066 -0.367
C 1.369 -1.045 0.150
N 0.364 -0.492 -0.546
C 0.133 -0.928 -1.793
H -1.562 -3.379 -7.184
H -1.518 -2.080 -5.992
H -2.224 -3.654 -5.576
H 0.732 -3.101 -6.204
H 0.077 -4.697 -5.852
H -1.266 -4.808 -3.700
H -0.518 -4.002 -2.344
H 0.918 -6.025 -4.157
H 0.221 -6.404 -2.585
H 1.593 -5.301 -2.699
H 2.486 -3.320 -2.079
H 2.946 -2.475 0.227
H 1.559 -0.644 1.135
H -0.661 -0.436 -2.345
*
```

Here are the Löwdin charges for atoms 1 to 8, given in e: 1.067, 0.713, -0.974, -0.195, 1.101, -0.484, -0.019, -0.103

A molecular structure, C30H43B2F5FeN10O7P in a non-equilibrium geometry. Source: the OMol25 dataset; level of theory: ωB97M-V/def2-TZVPD.

Properties
**E**: -4396.621571 Ha
**⟨S²⟩**: 6.1691
**Relative energy (zero: lowest compared OMol25 entry of this formula, charge and spin)**: 1.355 eV
**Lowest unoccupied orbital energy (alpha / beta)**: -10.190 / -9.575 eV
**HOMO energy (alpha / beta)**: -14.67 / -14.65 eV

The geometry in ORCA input format:
```
! RIJCOSX wB97M-V def2-TZVPD def2/J DEFGRID3
* xyz 3 5
Fe 2.250 -0.646 0.326
C 1.231 -0.616 -3.685
C 1.697 -0.874 -2.308
N 1.874 0.040 -1.415
O 1.758 1.332 -1.676
B 1.076 2.309 -0.689
F -0.264 2.278 -0.843
F 1.669 3.509 -0.990
O 1.398 2.059 0.809
N 1.963 0.967 1.285
C 2.212 0.863 2.565
C 1.802 1.883 3.554
C 2.943 -0.376 2.956
N 3.331 -1.086 1.940
O 3.803 -2.289 2.147
B 4.275 -3.031 0.890
F 5.140 -2.187 0.202
F 4.777 -4.205 1.270
O 3.072 -3.304 -0.044
N 2.655 -2.229 -0.659
C 2.092 -2.246 -1.824
C 1.916 -3.472 -2.632
C 3.151 -0.827 4.349
H 0.962 0.429 -3.804
H 0.365 -1.246 -3.896
H 2.010 -0.878 -4.405
H 1.417 2.770 3.063
H 2.640 2.147 4.202
H 1.017 1.457 4.188
H 2.207 -4.346 -2.059
H 2.534 -3.418 -3.533
H 0.875 -3.564 -2.946
H 2.842 -0.081 5.074
H 4.195 -1.103 4.506
H 2.554 -1.734 4.487
C -5.322 -2.939 2.730
C -4.749 -1.540 2.890
N -3.677 -1.255 1.913
C -2.408 -1.476 2.284
C -1.315 -1.259 1.491
C 0.008 -1.545 2.104
O 0.158 -1.562 3.310
O 0.993 -1.738 1.259
C -1.495 -0.738 0.151
O -0.574 -0.484 -0.640
C -2.899 -0.504 -0.236
C -3.180 0.009 -1.500
C -4.471 0.207 -1.891
F -4.703 0.749 -3.104
C -5.566 -0.100 -1.063
C -5.280 -0.599 0.198
C -3.960 -0.783 0.630
N -6.900 0.091 -1.472
C -7.824 0.836 -0.635
C -9.213 0.228 -0.708
N -9.655 0.231 -2.151
C -8.669 -0.515 -3.016
C -7.295 0.114 -2.871
H -6.076 -3.114 3.497
H -4.540 -3.690 2.850
H -5.783 -3.082 1.752
H -4.313 -1.417 3.878
H -5.515 -0.773 2.789
H -2.258 -1.848 3.289
H -2.364 0.295 -2.151
H -6.105 -0.878 0.839
H -7.878 1.884 -0.971
H -7.493 0.851 0.400
H -9.935 0.792 -0.124
H -9.209 -0.810 -0.382
H -9.721 1.199 -2.477
H -10.588 -0.174 -2.243
H -9.021 -0.481 -4.045
H -8.663 -1.546 -2.670
H -7.313 1.138 -3.268
H -6.606 -0.462 -3.479
C 7.208 2.274 -1.600
N 5.920 3.070 -1.318
C 6.036 3.697 0.083
N 6.297 2.691 1.051
C 7.528 1.966 0.729
N 7.423 1.315 -0.576
C 6.484 0.198 -0.578
P 4.744 0.767 -0.207
C 4.704 2.191 -1.410
C 5.167 1.802 1.295
H 8.020 2.999 -1.634
H 7.092 1.803 -2.575
H 5.829 3.820 -2.006
H 5.100 4.217 0.279
H 6.857 4.411 0.036
H 7.723 1.217 1.493
H 8.358 2.672 0.711
H 6.773 -0.536 0.173
H 6.495 -0.312 -1.542
H 3.821 2.809 -1.243
H 4.643 1.802 -2.427
H 5.415 1.133 2.120
H 4.299 2.399 1.585
*
```

Here are the Löwdin charges for atoms 1 to 8, given in e: 0.994, 0.045, -0.182, -0.087, 0.067, -1.024, 0.220, 0.180